[1]
Density functional theory data (the ωB97M-V functional and the def2-TZVPD basis) for a cluster of 2 separate species, C5H5ClSi in total in a non-equilibrium geometry.

```
12
Properties=species:S:1:pos:R:3:forces:R:3
C 1.215554 2.458694 1.298629 0.4080 1.9848 0.0085
C 0.179010 -2.069188 -0.659034 1.8556 2.3583 3.4308
C 1.148835 1.264642 1.421048 0.6344 -1.0784 0.5858
C 0.666998 -1.414720 0.259233 -0.9361 -0.8864 -0.9904
C -1.848145 0.356793 -1.726251 -1.2289 -1.8555 0.9093
Si 0.926249 -0.495521 1.793370 -1.9508 0.8638 -1.7324
Cl 1.747451 -1.667687 3.148329 1.0964 -0.3710 1.0005
H 1.364465 3.552976 1.233197 -0.3588 -1.4494 -0.0431
H 0.070217 -2.626930 -1.490918 -0.6973 -1.4839 -2.2384
H -2.284598 -0.472813 -1.098916 0.2746 1.1869 -0.7817
H -2.376671 0.636417 -2.625494 0.2127 0.2036 0.0536
H -0.809366 0.477336 -1.553192 0.6900 0.5274 -0.2025
```
Forces are in eV/Å.

The calculation puts the energy relative to the best compared isomer or geometry (same formula, charge and spin) at 94.4 kcal per mole. Its energy is -25659.998 eV. As for the largest force on an atom: 4.558 eV/Å. As for the total charge: 0. The frontier orbital gap (alpha / beta) is 7.28 / 7.95 eV.

=====

[2]
Density functional theory data (the ωB97M-V functional and the def2-TZVPD basis) for the molecule C7H9PS in a non-equilibrium geometry.

```
18
Properties=species:S:1:pos:R:3:forces:R:3
C 1.603286 -0.117538 0.290192 2.7247 0.7175 3.5137
C -1.106046 0.100995 1.412250 3.0861 0.0667 -1.8037
C 0.533518 0.105778 -0.461338 -4.1131 -1.0920 -3.0852
C -0.837992 0.093677 0.014114 -0.7409 0.6171 3.3615
C 1.659172 -0.035403 1.723718 0.5659 -0.3729 -3.7256
C 0.722304 -0.263240 -1.925381 -1.6760 2.6989 -1.2661
C -2.068189 0.260538 -0.843374 0.4670 -1.7992 -1.7359
P 0.221582 0.563780 2.491280 0.0014 0.1072 1.2902
S 3.165925 -0.268869 2.437183 0.4863 0.0196 0.8305
H 2.538731 -0.185411 -0.269160 -0.0222 -0.4786 0.3954
H -1.995013 0.235891 1.943573 -1.8888 -0.1050 -0.1447
H 0.896613 -1.259902 -2.097582 0.7550 -2.6836 0.1695
H 1.510597 0.272804 -2.450675 0.1641 0.2490 0.2527
H -0.194384 -0.122307 -2.568930 1.0329 0.3356 0.7675
H -3.009860 -0.268719 -0.463538 1.5660 0.7159 -0.5007
H -1.755477 -0.097525 -1.889401 -1.3438 0.4033 1.5030
H -2.243986 1.316052 -0.935027 -0.3469 0.5578 -0.0402
H 0.359218 -0.330601 3.592097 -0.7176 0.0425 0.2182
```
Forces are in eV/Å.

The expectation value of S² is 2.03. The calculation puts the energy relative to the best compared isomer or geometry (same formula, charge and spin) at 17.3 kcal per mole. Its energy is -27524.693 eV. As for the largest force on an atom: 5.256 eV/Å. The spin multiplicity is 3. As for the total charge: 0. The frontier orbital gap (alpha / beta) is 6.82 / 5.96 eV.

=====

[3]
Density functional theory data (the ωB97M-V functional and the def2-TZVPD basis) for a cluster of 2 separate species, C5H12O2 in total.

```
19
Properties=species:S:1:pos:R:3:forces:R:3
C -1.997313 -2.001266 0.305280 0.0504 -0.0128 -0.0516
C -1.247004 -0.837241 0.948036 -0.0902 0.0536 0.1051
O 0.122147 -0.796256 0.529448 0.0349 0.1168 -0.0469
C 0.949299 0.973461 0.744748 -0.0343 0.0835 0.1487
C 1.969676 1.600427 -0.189809 0.0648 -0.2541 0.3369
O 1.277059 1.928640 -1.336454 -0.0502 -0.0859 0.0694
C 0.605649 0.696215 -1.632783 -0.1096 -0.1188 -0.3341
H -1.525408 -2.958009 0.549368 -0.0095 0.1651 -0.0439
H -2.019514 -1.889788 -0.783387 0.0682 -0.0233 0.1402
H -3.038531 -2.042530 0.651399 0.2448 0.1235 0.0234
H -1.256565 -0.931828 2.038550 0.0232 0.0465 -0.1205
H -1.728585 0.115026 0.676777 0.0252 -0.1252 0.0253
H 0.027000 1.550034 0.784174 0.1260 -0.1832 0.0386
H 1.329136 0.618654 1.697443 -0.0619 0.1296 0.0401
H 2.418621 2.500816 0.272286 -0.2074 -0.1675 0.0498
H 2.804774 0.902308 -0.379064 -0.1290 -0.0110 -0.0442
H 0.180721 -0.359427 -0.448447 0.0970 0.3720 -0.2511
H 1.333678 0.010794 -2.096997 -0.0977 -0.0061 -0.1056
H -0.204837 0.919972 -2.330567 0.0554 -0.1027 0.0204
```
Forces are in eV/Å.

The calculation puts the energy relative to the best compared isomer or geometry (same formula, charge and spin) at 138.6 kcal per mole. Its energy is -9469.127 eV. As for the largest force on an atom: 0.459 eV/Å. As for the total charge: 0. The frontier orbital gap (alpha / beta) is 7.70 / 7.70 eV.

=====

[4]
Density functional theory data (the ωB97M-V functional and the def2-TZVPD basis) for the molecule C20H19FN2O3S.

```
46
Properties=species:S:1:pos:R:3:forces:R:3
O -1.634177 -1.753130 0.304136 0.1425 -0.1552 0.2032
C -1.826737 -0.668643 -0.217950 0.0161 -0.0046 -0.0868
C -0.675574 0.211746 -0.583790 0.4059 0.0158 -0.0658
C -0.505237 0.720028 -1.868513 0.0090 -0.0760 0.1404
C 0.616524 1.469609 -2.160428 0.0282 -0.0228 0.0889
C 1.596233 1.679840 -1.200193 0.1651 0.1258 0.0977
C 1.483745 1.096010 0.068034 -0.4085 0.1721 -0.4743
C 0.321919 0.392316 0.363122 -0.1564 0.1035 -0.0598
N 2.543728 1.115458 0.985509 -0.0986 -0.2315 0.1544
C 2.748425 -0.076706 1.804859 0.2208 -0.1799 0.1962
C 2.693346 -1.316769 0.952814 0.0091 -0.1112 0.1193
C 3.514366 -1.407529 -0.166138 -0.0819 -0.0773 0.1165
C 3.454213 -2.508115 -0.998649 -0.0686 -0.1505 -0.0640
C 2.561188 -3.520300 -0.695112 -0.0324 0.0843 0.1562
F 2.493429 -4.595356 -1.507896 -0.0068 0.0529 0.0379
C 1.741785 -3.462859 0.415959 0.0985 -0.1762 -0.2371
C 1.813634 -2.352206 1.236704 0.2340 0.1103 -0.0639
C 3.497542 2.086562 1.023755 0.1788 0.5420 -0.0653
O 4.479095 2.017879 1.731701 0.1801 0.0830 0.0808
C 3.231884 3.274598 0.126355 -0.0381 -0.0305 -0.3372
S 2.990279 2.687950 -1.575233 0.0507 -0.0738 0.1924
N -3.068637 -0.229154 -0.537026 -0.1963 -0.0521 -0.0908
C -3.439035 1.137743 -0.825341 -0.2242 0.4406 0.2640
C -4.296086 1.680355 0.329750 0.2719 0.1298 -0.2789
O -5.422942 0.872640 0.560738 -0.1727 0.0342 -0.0163
C -5.042993 -0.449353 0.878193 0.1193 -0.2886 -0.1522
C -4.217571 -1.068424 -0.251985 -0.1887 -0.1720 0.2832
H -1.240124 0.526383 -2.634418 -0.1166 0.0044 -0.0739
H 0.756342 1.893968 -3.142378 -0.0371 0.0715 -0.1258
H 0.181393 -0.043559 1.337857 0.0251 -0.1070 0.1076
H 3.739402 0.041763 2.255534 -0.2776 -0.0096 -0.0177
H 2.008963 -0.116472 2.609608 0.0633 -0.0337 -0.0217
H 4.206286 -0.608100 -0.388178 0.0675 0.1210 -0.0513
H 4.083032 -2.588381 -1.871065 0.0565 -0.0400 -0.0936
H 1.051732 -4.264782 0.620935 -0.0787 -0.1012 -0.0155
H 1.170792 -2.297704 2.101960 -0.1212 0.0579 0.0838
H 2.334796 3.816273 0.433202 0.0598 -0.0104 0.0629
H 4.093685 3.938411 0.135205 -0.0426 -0.0979 0.0847
H -2.552488 1.758666 -0.945931 -0.1310 -0.0303 -0.0170
H -4.028886 1.157201 -1.749052 0.0700 0.0667 0.0226
H -4.674601 2.675214 0.089895 0.0917 -0.0172 0.0238
H -3.677914 1.735093 1.240349 -0.0330 0.0215 -0.0716
H -5.968698 -1.004948 1.031599 0.0889 -0.0309 0.0274
H -4.453505 -0.457260 1.807476 -0.0471 -0.0223 -0.0572
H -3.853402 -2.056273 0.031544 -0.0971 0.0848 -0.0609
H -4.829157 -1.139665 -1.157499 0.0024 -0.0194 0.0547
```
Forces are in eV/Å.

The SMILES is O=C(c1ccc2c(c1)N(Cc1ccc(F)cc1)C(=O)CS2)N1CCOCC1. The calculation puts the energy relative to the best compared isomer or geometry (same formula, charge and spin) at 0.0 kcal per mole. Its energy is -43724.731 eV. As for the largest force on an atom: 0.649 eV/Å. As for the total charge: 0. The frontier orbital gap is 9.01 eV.

=====

[5]
Density functional theory data (the ωB97M-V functional and the def2-TZVPD basis) for a structure of composition C8H15IMgNO3 in a non-equilibrium geometry.

```
29
Properties=species:S:1:pos:R:3:forces:R:3
C 4.305329 -0.117684 0.181754 0.6863 0.1261 -0.3955
C 3.881280 1.472296 0.093514 1.0213 -0.1336 0.4027
O 2.451540 1.736970 0.320396 0.1617 -1.6435 -1.1270
C 1.590091 0.927325 -0.555966 0.7553 -0.0029 -0.3640
N 0.196087 1.513732 -0.536367 0.3940 -2.3384 0.3056
C -0.795189 0.655706 0.219700 -0.4034 1.0545 0.0273
C -1.800391 1.729131 1.016672 -3.8599 2.7885 2.3470
O -3.032077 1.937554 0.490186 6.5086 -1.4872 2.4276
O -1.366112 2.387843 2.279608 -1.7643 -4.1900 -6.2639
C -1.700850 -0.345603 -0.709860 -1.0128 0.4149 1.6609
I -0.535353 -1.717381 -1.980294 -0.5015 0.7691 0.6577
C -2.570901 -1.324183 0.321243 -1.2448 -0.4797 -1.9146
C -3.794515 -2.136453 -0.470600 -0.4699 -0.3061 0.1108
H 5.493101 -0.183635 0.102119 -2.6044 0.2058 0.1934
H 3.882354 -0.758902 -0.714798 0.7535 1.3266 1.8651
H 3.999302 -0.600950 1.208235 0.4632 1.0580 -2.0326
H 4.210471 1.971774 -0.938989 -0.6649 -1.2548 2.0967
H 4.469171 2.019074 0.975059 -1.5167 -1.0516 -2.0260
H 1.522984 -0.202649 -0.179071 0.4053 2.3647 -0.7800
H 2.094425 0.962825 -1.637392 -1.3708 -0.1918 2.0863
H -0.144362 1.796149 -1.481331 0.3368 -0.3958 1.2412
H -0.290774 0.007932 1.061199 -0.4700 1.3305 -1.6908
H -2.502371 0.201866 -1.385465 1.6977 -1.0315 1.5651
H -1.864890 -2.150445 0.812651 0.1559 0.8594 -3.3339
H -3.088672 -0.738688 1.192116 0.4496 0.3154 -1.4079
H -4.797696 -1.507126 -0.461484 2.2867 -1.2064 0.1683
H -3.996976 -3.188138 0.030234 0.3130 2.1160 -0.9975
H -3.517309 -2.340299 -1.589853 -0.2351 0.4601 2.3070
Mg -2.297696 -2.008041 2.336787 -0.2703 0.5235 2.8713
```
Forces are in eV/Å.

Its energy is -29699.502 eV. As for the largest force on an atom: 7.740 eV/Å. As for the total charge: +1. The frontier orbital gap is 3.23 eV.